Density functional theory data (the ωB97M-V functional and the def2-TZVPD basis) for a structure of composition C45H49I2N13O2P2RbS at a distorted geometry.

Total energy (Ha): -4307.0415
Molar mass (Da): 1237.27
HOMO (eV): -4.54
Charge: -1
Max |F| (Eh/bohr): 0.02164
Orbital gap (Ha): 0.23983

Each line ends with the Löwdin charge.
Element x y z (Å)
Rb1 0.49887 -1.26326 0.95835  0.546
C1 3.29051 3.65954 -3.36460  -0.094
C2 3.38396 2.14263 -3.24263  -0.271
N1 2.10150 1.50716 -3.00422  -0.050
C3 1.49558 1.47310 -1.76766  -0.840
S1 -0.15484 0.95830 -1.76597  0.560
N2 2.25746 1.89158 -0.77755  -0.026
N3 1.82501 1.61802 0.48180  0.010
C4 2.37839 2.30114 1.41756  -0.311
C5 3.35348 3.41933 1.16835  -0.047
C6 2.08739 1.89528 2.81829  -0.231
C7 2.94593 2.26452 3.85555  -0.022
C8 2.69252 1.81797 5.14213  -0.066
C9 1.57931 1.03049 5.37611  -0.057
C10 0.76732 0.73033 4.29263  -0.118
N4 1.00665 1.14009 3.05175  0.092
H1 4.28359 4.10305 -3.47526  0.064
H2 2.82626 4.06869 -2.46595  0.056
H3 2.68622 3.94999 -4.22719  0.066
H4 4.03648 1.88256 -2.41248  0.097
H5 3.80540 1.71112 -4.15386  0.104
H6 1.44219 1.48055 -3.76379  0.088
H7 3.19535 3.81616 0.16928  0.054
H8 4.38799 3.06346 1.22112  0.085
H9 3.23371 4.21610 1.90527  0.071
H10 3.81979 2.86705 3.64830  0.100
H11 3.36459 2.07591 5.95137  0.105
H12 1.34653 0.64322 6.35882  0.107
H13 -0.11948 0.11971 4.43032  0.112
I1 3.43750 -2.84109 5.47097  0.852
C11 1.35188 -2.75437 5.40898  -0.663
C12 0.62285 -2.89131 6.58740  -0.260
C13 -0.74752 -2.80847 6.57653  -0.690
I2 -1.76307 -3.01601 8.40218  0.834
C14 -1.44515 -2.58706 5.36422  -0.225
C15 -2.85147 -2.47959 5.25703  -0.062
C16 -3.43472 -2.25412 4.04413  -0.057
C17 -2.61530 -2.13082 2.90897  -0.148
N5 -1.30974 -2.22985 2.96231  0.039
C18 -0.70481 -2.45826 4.15582  -0.179
C19 0.77050 -2.52173 4.13772  -0.562
O1 1.42942 -2.38568 3.08079  -0.322
H14 1.14570 -3.06321 7.51886  0.069
H15 -3.45721 -2.57181 6.14925  0.049
H16 -4.50888 -2.16106 3.95096  0.099
H17 -3.04976 -1.93567 1.93301  0.102
C20 4.12540 -2.71113 -1.21659  -0.297
P1 2.34530 -3.12921 -0.99418  0.789
C21 1.90901 -3.45705 -2.75111  -0.286
C22 2.53015 -4.86961 -0.38917  -0.446
C23 1.17501 -5.52045 -0.07696  -0.441
P2 0.31540 -4.62235 1.30957  0.832
C24 -1.26346 -5.58248 1.32760  -0.288
C25 1.14384 -5.48196 2.71350  -0.274
H18 4.59602 -2.60276 -0.23802  0.035
H19 4.20645 -1.75487 -1.73580  0.031
H20 4.65675 -3.47730 -1.78799  0.035
H21 2.61816 -4.14237 -3.22332  0.038
H22 1.90338 -2.50845 -3.29115  0.038
H23 0.90219 -3.87186 -2.81757  0.015
H24 3.13951 -4.82585 0.51938  0.072
H25 3.09067 -5.44997 -1.12979  0.075
H26 1.30027 -6.57684 0.18194  0.072
H27 0.53014 -5.47972 -0.96179  0.055
H28 -1.09972 -6.65813 1.21529  0.034
H29 -1.92565 -5.23012 0.53430  0.013
H30 -1.76359 -5.39884 2.28134  0.031
H31 1.11097 -6.56805 2.58952  0.039
H32 0.64710 -5.21374 3.64764  0.036
H33 2.17830 -5.14622 2.79839  0.032
C26 -4.22906 -1.09030 -3.08565  -0.079
N6 -3.24386 -1.91567 -2.40634  -0.120
C27 -2.34928 -1.55971 -1.47919  -0.190
N7 -1.57453 -2.58063 -1.17748  0.080
C28 -2.05721 -3.56844 -1.97254  -0.235
N8 -3.05793 -3.21087 -2.75296  0.104
C29 -3.67167 -0.32897 -4.26443  -0.189
C30 -3.78433 -0.80929 -5.56160  -0.032
C31 -3.25706 -0.08206 -6.62224  -0.070
C32 -2.62069 1.12718 -6.39858  -0.021
C33 -2.50788 1.61549 -5.10036  -0.130
C34 -3.02451 0.87994 -4.03965  0.020
C35 -1.83456 2.88892 -4.84305  -0.305
N9 -1.24405 3.68555 -5.66581  0.114
N10 -0.75485 4.74495 -4.90147  0.115
C36 -1.09785 4.49827 -3.68224  -0.294
O2 -1.79871 3.34835 -3.57576  0.101
C37 -0.79871 5.23757 -2.45611  -0.127
C38 -0.30773 6.53840 -2.50555  -0.026
C39 0.00394 7.18582 -1.32092  -0.075
C40 -0.16652 6.54151 -0.10082  -0.038
C41 -0.64785 5.23965 -0.05325  -0.177
C42 -0.76451 4.50984 1.26676  -0.066
N11 -1.68552 3.39607 1.20430  -0.139
C43 -1.41827 2.08550 1.24487  -0.184
N12 -2.53197 1.39018 1.09249  0.090
C44 -3.46925 2.36583 0.95779  -0.236
N13 -3.01060 3.59703 1.01652  0.102
C45 -0.97206 4.59680 -1.23559  0.037
H34 -4.62283 -0.38030 -2.35840  0.130
H35 -5.02679 -1.76641 -3.38379  0.122
H36 -2.28155 -0.56492 -1.05758  0.070
H37 -1.65657 -4.57092 -1.99010  0.095
H38 -4.27932 -1.75632 -5.74260  0.113
H39 -3.34508 -0.46283 -7.63181  0.102
H40 -2.20960 1.70356 -7.21743  0.113
H41 -2.91287 1.25831 -3.02964  0.107
H42 -0.17333 7.02248 -3.46413  0.112
H43 0.38218 8.20018 -1.34514  0.100
H44 0.08260 7.05760 0.82050  0.112
H45 -1.09189 5.19210 2.05129  0.129
H46 0.20483 4.09466 1.54880  0.125
H47 -0.41864 1.69756 1.37798  0.063
H48 -4.52041 2.16212 0.81938  0.095
H49 -1.31320 3.57190 -1.21845  0.085

Forces on the atoms, in the same order (eV/Å):
Rb -0.34 0.86 -0.62
C -0.02 0.03 0.02
C -0.08 0.01 0.04
N -0.05 0.08 0.09
C -0.08 0.09 -0.16
S 0.26 -0.05 0.14
N 0.13 -0.04 -0.02
N -0.20 -0.04 -0.12
C 0.05 -0.02 0.11
C 0.02 -0.03 0.02
C 0.02 0.01 0.03
C 0.04 0.02 0.00
C 0.01 0.01 0.00
C 0.01 -0.01 -0.02
C -0.02 0.01 -0.06
N -0.01 -0.06 0.04
H -0.02 0.00 -0.01
H 0.01 0.01 -0.01
H -0.01 0.00 0.02
H 0.03 -0.04 0.01
H 0.00 0.00 -0.01
H 0.01 -0.07 -0.05
H 0.00 0.01 -0.01
H -0.02 0.02 -0.01
H 0.01 -0.01 0.01
H -0.02 -0.01 0.01
H 0.01 0.00 -0.01
H -0.01 0.00 -0.02
H 0.00 0.03 -0.02
I -0.05 0.00 0.00
C 0.02 0.04 -0.01
C -0.03 0.02 -0.10
C -0.04 -0.01 0.13
I 0.02 0.00 -0.05
C -0.03 -0.04 -0.13
C 0.01 0.00 0.03
C -0.02 0.00 -0.02
C 0.06 -0.01 0.02
N -0.06 0.00 0.32
C 0.00 0.02 0.05
C 0.13 -0.10 0.05
O 0.11 -0.08 0.65
H 0.02 0.00 0.00
H 0.00 0.00 0.00
H 0.00 0.00 -0.01
H 0.01 0.02 0.00
C -0.04 -0.05 0.01
P 0.32 -0.16 -0.26
C -0.04 0.06 0.02
C -0.09 0.01 0.00
C 0.06 0.11 0.01
P -0.11 -0.48 -0.13
C 0.04 0.04 -0.01
C -0.01 0.07 -0.02
H 0.00 0.00 -0.01
H -0.01 0.00 0.00
H 0.02 0.01 0.00
H -0.01 -0.01 -0.01
H -0.01 -0.01 0.00
H 0.01 0.01 0.01
H 0.00 -0.01 0.00
H 0.02 -0.03 0.01
H 0.00 -0.02 -0.03
H -0.01 0.01 0.02
H -0.01 0.00 0.01
H 0.02 -0.01 0.01
H -0.01 0.00 -0.02
H 0.02 0.00 0.01
H 0.00 0.01 0.00
H -0.02 0.01 0.01
C 0.03 -0.02 0.03
N 0.02 -0.04 -0.15
C 0.11 0.16 0.12
N -0.01 -0.23 0.14
C 0.00 0.20 -0.18
N -0.01 0.00 0.11
C 0.07 0.03 0.04
C 0.03 0.01 -0.02
C 0.00 -0.02 -0.02
C -0.01 0.04 -0.05
C 0.04 -0.06 0.06
C -0.05 0.06 0.04
C -0.06 0.02 0.05
N 0.10 0.08 0.00
N -0.03 -0.08 -0.05
C 0.01 -0.02 -0.08
O -0.05 -0.02 0.09
C 0.01 -0.03 -0.02
C 0.01 0.01 -0.01
C -0.01 0.00 0.00
C 0.01 0.01 -0.01
C 0.01 0.01 0.03
C -0.05 -0.06 -0.10
N -0.02 0.08 0.12
C -0.02 -0.16 -0.15
N -0.11 0.12 0.03
C 0.03 -0.07 0.02
N -0.04 -0.02 0.00
C 0.10 -0.06 -0.04
H -0.02 -0.06 0.06
H -0.05 0.04 -0.06
H -0.04 -0.05 0.01
H -0.02 0.03 0.01
H 0.01 0.01 0.01
H 0.00 0.00 0.01
H -0.01 -0.01 0.01
H 0.01 -0.01 -0.02
H 0.00 0.00 0.02
H -0.01 -0.01 0.00
H 0.00 -0.01 -0.01
H 0.01 0.01 0.02
H 0.02 -0.01 0.02
H -0.05 0.01 -0.02
H 0.03 0.02 0.01
H -0.01 -0.09 -0.01